[1]
Molecular formula: C28H82N12O15
Method: DFT, wB97M-V/def2-TZVPD

Structure (XYZ):
```
137
C28H82N12O15 (wB97M-V/def2-TZVPD)
C 24.951 -7.346 -5.657
O 24.457 -6.543 -4.881
N 26.128 -7.971 -5.444
N 24.395 -7.818 -6.756
H 26.462 -8.595 -6.165
H 26.472 -7.946 -4.495
H 24.918 -8.434 -7.361
H 23.511 -7.445 -7.071
C 15.961 -1.977 -2.167
O 16.857 -1.263 -1.639
N 16.228 -3.007 -2.946
N 14.705 -1.828 -1.973
H 15.575 -3.500 -3.539
H 17.222 -3.010 -3.128
H 14.381 -0.962 -1.566
H 14.099 -2.437 -2.505
C 15.488 -14.827 -4.747
O 15.208 -14.016 -5.601
N 16.330 -14.640 -3.813
N 15.050 -16.059 -4.739
H 16.901 -13.813 -3.916
H 16.609 -15.458 -3.291
H 14.519 -16.392 -5.532
H 15.529 -16.672 -4.095
C 18.454 -7.885 -5.108
O 18.978 -7.832 -6.182
N 18.939 -7.358 -4.001
N 17.371 -8.539 -4.932
H 19.730 -6.759 -4.189
H 18.218 -7.067 -3.356
H 17.034 -9.105 -5.698
H 17.048 -8.686 -3.987
C 18.087 -14.832 -11.500
O 18.420 -14.539 -12.805
C 17.439 -13.802 -13.556
C 16.053 -14.431 -13.847
N 16.069 -15.546 -14.821
C 16.759 -16.727 -14.404
C 17.080 -17.759 -15.534
O 17.783 -18.781 -14.855
C 18.244 -19.773 -15.784
H 17.661 -14.024 -10.907
H 18.937 -15.264 -10.971
H 17.267 -15.550 -11.498
H 18.064 -13.595 -14.425
H 17.297 -12.809 -13.128
H 15.424 -13.614 -14.201
H 15.557 -14.690 -12.911
H 16.425 -15.210 -15.704
H 16.278 -17.289 -13.604
H 17.716 -16.594 -13.900
H 17.739 -17.450 -16.345
H 16.186 -18.105 -16.053
H 18.549 -20.717 -15.331
H 19.130 -19.309 -16.216
H 17.501 -20.000 -16.549
C 24.152 -13.612 -5.952
O 24.358 -14.859 -6.679
C 25.257 -15.754 -5.994
C 26.226 -16.615 -6.933
N 27.497 -15.952 -7.259
C 28.408 -16.748 -8.097
C 29.730 -16.084 -8.545
O 29.392 -14.831 -9.172
C 29.693 -14.936 -10.585
H 23.312 -13.025 -6.323
H 25.055 -13.012 -6.060
H 24.069 -13.903 -4.904
H 24.539 -16.404 -5.494
H 25.898 -15.348 -5.212
H 25.678 -16.915 -7.826
H 26.413 -17.598 -6.499
H 27.524 -14.974 -7.509
H 27.867 -16.966 -9.018
H 28.573 -17.709 -7.610
H 30.210 -16.800 -9.213
H 30.476 -15.907 -7.770
H 28.874 -15.437 -11.101
H 30.533 -15.555 -10.898
H 29.815 -13.949 -11.031
C 13.260 -5.282 -6.058
O 14.029 -3.974 -6.009
C 13.464 -3.148 -7.012
C 14.328 -1.883 -7.185
N 15.613 -2.169 -7.822
C 16.321 -0.913 -8.119
C 17.385 -0.598 -7.025
O 18.015 -1.825 -6.602
C 18.969 -2.373 -7.554
H 13.616 -5.914 -5.245
H 13.426 -5.909 -6.935
H 12.193 -5.066 -6.030
H 12.424 -2.916 -6.785
H 13.452 -3.633 -7.988
H 14.379 -1.288 -6.273
H 13.765 -1.164 -7.780
H 16.196 -2.519 -7.075
H 15.724 -0.002 -8.154
H 16.901 -1.036 -9.033
H 16.870 -0.264 -6.124
H 18.045 0.242 -7.240
H 18.535 -2.696 -8.500
H 19.485 -3.224 -7.110
H 19.751 -1.666 -7.832
C 19.536 -2.290 7.008
O 19.076 -1.420 6.012
C 19.411 -1.727 4.598
C 18.444 -2.638 3.894
N 18.244 -3.958 4.495
C 17.502 -4.850 3.591
C 15.998 -4.590 3.468
O 15.370 -5.660 2.751
C 13.956 -5.552 2.779
H 20.526 -2.741 6.933
H 18.853 -3.140 6.986
H 19.430 -1.802 7.977
H 20.469 -1.938 4.443
H 19.302 -0.755 4.117
H 18.983 -2.798 2.961
H 17.528 -2.062 3.763
H 17.756 -3.791 5.363
H 17.568 -5.914 3.815
H 17.981 -4.713 2.622
H 15.856 -3.701 2.854
H 15.561 -4.380 4.444
H 13.510 -5.369 3.756
H 13.502 -6.433 2.326
H 13.643 -4.760 2.099
O 22.648 -7.189 0.334
H 22.568 -6.906 -0.577
H 22.216 -8.043 0.358
O 15.524 -9.651 -0.227
H 15.104 -8.927 0.238
H 14.807 -10.250 -0.435
O 17.392 -5.298 -10.118
H 16.866 -4.619 -9.696
H 17.702 -5.845 -9.396
```

The value obtained for the LUMO energy is 0.08 eV. As for the HOMO energy: -8.353 eV. Its SMILES is COCCNCCOC.COCCNCCOC.COCCNCCOC.COCCNCCOC.NC(N)=O.NC(N)=O.NC(N)=O.NC(N)=O.O.O.O. The HOMO-LUMO gap is 0.3100 Eh. The calculation puts the max |F| at 5.89 eV/Å. As for the relative energy (zero: lowest compared OMol25 entry of this formula, charge and spin): 6.8949 eV. Its total energy is -2901.46665 Ha.

Results of the Löwdin charge analysis, in e, for atoms 1 through 99: -0.7407, 0.0235, 0.1372, 0.1517, 0.0946, 0.1120, 0.1026, 0.1195, -0.7644, -0.0184, 0.1619, 0.1653, 0.0974, 0.1154, 0.1263, 0.1112, -0.8267, 0.0357, 0.1647, 0.1568, 0.1316, 0.1124, 0.1233, 0.1023, -0.8376, 0.0446, 0.1619, 0.1676, 0.1168, 0.1057, 0.1285, 0.1140, -0.1478, -0.2039, -0.1924, -0.1797, -0.0581, -0.2163, -0.2202, -0.2053, -0.0975, 0.0880, 0.0931, 0.0730, 0.1215, 0.1119, 0.1096, 0.1108, 0.1062, 0.1208, 0.1054, 0.1133, 0.1162, 0.0839, 0.0849, 0.0825, -0.0853, -0.2125, -0.1960, -0.1866, -0.0787, -0.2077, -0.2051, -0.1843, -0.1052, 0.0841, 0.0766, 0.0772, 0.1102, 0.1110, 0.1033, 0.1061, 0.1063, 0.1075, 0.1134, 0.1057, 0.1173, 0.0813, 0.0778, 0.0834, -0.0517, -0.1979, -0.2540, -0.2186, -0.0330, -0.2015, -0.1945, -0.2191, -0.0755, 0.0759, 0.0803, 0.0780, 0.1139, 0.1173, 0.1142, 0.1120, 0.0802, 0.1135, 0.1005

[2]
Molecular formula: C28H82N8O11
Method: DFT, wB97M-V/def2-TZVPD

Structure (XYZ):
```
129
C28H82N8O11 (wB97M-V/def2-TZVPD)
C -0.130 4.217 -3.734
C -0.582 3.249 -2.639
O -1.662 3.746 -1.884
H 0.649 3.694 -4.301
H 0.246 5.133 -3.286
H -0.921 4.382 -4.467
H 0.323 2.997 -2.075
H -0.928 2.319 -3.102
H -1.362 4.111 -1.042
C 4.942 -1.737 0.675
C 4.383 -1.151 -0.591
O 5.447 -0.518 -1.362
H 5.248 -2.775 0.571
H 4.389 -1.503 1.584
H 5.902 -1.241 0.883
H 3.655 -0.346 -0.472
H 3.969 -1.969 -1.189
H 4.916 0.039 -1.939
C 0.709 3.341 1.510
C 0.554 4.846 1.381
O -0.154 5.140 0.171
H 0.974 2.899 0.543
H -0.156 2.842 1.937
H 1.618 3.112 2.078
H 1.530 5.337 1.391
H -0.013 5.187 2.252
H -0.654 5.944 0.343
C -2.765 -4.351 3.603
C -1.759 -3.215 3.676
O -1.478 -2.806 2.351
H -2.295 -5.256 3.216
H -3.621 -4.079 2.987
H -3.132 -4.583 4.605
H -0.874 -3.546 4.229
H -2.215 -2.401 4.256
H -0.710 -2.215 2.308
C 2.448 2.110 6.555
C 1.481 1.036 6.963
O 0.187 1.408 6.488
H 2.574 2.181 5.469
H 3.450 2.008 6.965
H 2.009 3.077 6.819
H 1.483 0.936 8.053
H 1.731 0.071 6.507
H -0.397 0.649 6.570
C 1.779 -5.257 2.641
O 1.819 -5.221 3.858
N 1.454 -4.167 1.875
N 2.153 -6.377 1.934
H 1.085 -3.387 2.385
H 1.298 -4.297 0.892
H 2.211 -6.391 0.932
H 2.440 -7.192 2.440
C -4.145 -1.627 -0.562
O -3.555 -0.571 -0.369
N -3.939 -2.718 0.232
N -5.079 -1.761 -1.557
H -3.267 -2.641 0.980
H -4.392 -3.586 0.021
H -5.113 -1.014 -2.226
H -5.459 -2.664 -1.769
C -4.992 4.584 3.193
C -3.684 3.856 3.130
C -3.847 2.348 2.997
O -2.655 1.727 3.416
C -2.779 0.321 3.547
N -2.881 4.424 2.006
H -5.539 4.309 4.095
H -5.625 4.375 2.323
H -4.848 5.663 3.147
H -3.047 4.053 3.995
H -4.108 2.094 1.958
H -4.709 2.013 3.599
H -3.250 0.042 4.498
H -1.756 -0.057 3.573
H -3.325 -0.115 2.707
H -3.360 4.177 1.142
H -1.997 3.926 1.981
C -2.209 -4.365 -5.118
C -0.995 -3.605 -4.628
C -1.381 -2.328 -3.900
O -2.056 -1.464 -4.810
C -2.044 -0.115 -4.377
N -0.316 -4.468 -3.594
H -2.792 -3.749 -5.803
H -2.811 -4.686 -4.271
H -1.877 -5.272 -5.629
H -0.276 -3.287 -5.387
H -0.490 -1.828 -3.499
H -2.085 -2.528 -3.079
H -2.782 0.029 -3.584
H -2.276 0.499 -5.247
H -1.032 0.165 -4.064
H 0.180 -3.852 -2.953
H 0.420 -4.978 -4.074
C 0.615 0.298 -1.018
C 0.468 -0.808 0.013
C 0.543 -0.123 1.385
O 0.726 -1.060 2.450
C 1.194 -0.434 3.624
N -0.790 -1.458 -0.222
H 1.542 0.869 -0.917
H -0.276 0.924 -1.049
H 0.739 -0.122 -2.024
H 1.310 -1.497 -0.117
H -0.472 0.292 1.498
H 1.248 0.710 1.427
H 2.186 0.012 3.477
H 1.305 -1.167 4.422
H 0.517 0.366 3.943
H -1.568 -0.825 -0.393
H -1.169 -2.113 0.446
C 2.023 0.691 -5.632
C 3.509 1.015 -5.800
C 4.244 1.221 -4.487
O 3.614 2.313 -3.845
C 4.172 2.677 -2.591
N 4.221 -0.009 -6.586
H 1.529 0.976 -6.562
H 1.596 1.241 -4.795
H 1.932 -0.392 -5.536
H 3.673 1.990 -6.271
H 5.278 1.500 -4.713
H 4.184 0.309 -3.871
H 4.215 3.766 -2.596
H 5.164 2.241 -2.453
H 3.526 2.371 -1.760
H 4.326 -0.819 -5.978
H 3.598 -0.313 -7.328
```

The value obtained for the LUMO energy is 0.34 eV. As for the HOMO energy: -8.907 eV. Its SMILES is COC[C@H](C)N.COC[C@H](C)N.COC[C@H](C)N.COC[C@H](C)N.NC(N)=O.NC(N)=O.CCO.CCO.CCO.CCO.CCO. The HOMO-LUMO gap is 0.3399 Eh. The calculation puts the max |F| at 1.77 eV/Å. As for the relative energy (zero: lowest compared OMol25 entry of this formula, charge and spin): 0.0280 eV. Its total energy is -2381.64565 Ha.

Results of the Löwdin charge analysis, in e, for atoms 1 through 99: -0.0720, -0.3398, -0.0759, 0.0607, 0.0725, 0.0721, 0.0925, 0.0890, 0.0383, -0.0788, -0.2962, -0.0960, 0.0744, 0.0678, 0.0803, 0.0940, 0.1077, 0.0169, -0.0808, -0.2918, -0.0935, 0.0625, 0.0600, 0.0792, 0.1097, 0.1080, 0.0958, -0.0744, -0.3043, -0.1277, 0.0774, 0.0641, 0.0773, 0.1145, 0.0975, 0.0311, -0.0899, -0.3251, -0.0890, 0.0661, 0.0757, 0.0803, 0.1105, 0.0976, 0.0788, -0.6749, 0.0188, 0.1720, 0.1427, 0.0637, 0.0962, 0.0878, 0.0974, -0.6676, -0.0064, 0.1780, 0.1600, 0.0661, 0.0972, 0.1007, 0.0925, -0.0768, -0.4272, -0.2196, -0.1852, -0.1007, 0.0503, 0.0790, 0.0835, 0.0771, 0.1416, 0.1338, 0.1273, 0.0912, 0.0618, 0.0908, 0.0757, 0.0324, -0.0669, -0.4182, -0.2223, -0.1960, -0.0987, 0.0293, 0.0754, 0.0773, 0.0741, 0.1355, 0.1046, 0.1271, 0.0862, 0.0905, 0.0617, 0.0501, 0.0627, -0.0656, -0.4198, -0.1728, -0.2327

[3]
Molecular formula: C28H84O14
Method: DFT, wB97M-V/def2-TZVPD

Structure (XYZ):
```
126
C28H84O14 (wB97M-V/def2-TZVPD)
C 0.569 -4.659 1.832
O 0.450 -3.477 2.782
H -0.262 -5.254 1.818
H 1.263 -5.217 2.050
H 0.613 -4.185 0.924
H 1.302 -3.148 3.060
C -2.750 -3.233 1.335
O -2.039 -2.322 2.042
H -2.648 -2.864 0.245
H -3.776 -3.160 1.652
H -2.327 -4.296 1.248
H -1.102 -2.653 1.978
C -5.168 -0.148 0.223
O -6.189 -0.953 -0.458
H -5.627 0.139 0.976
H -4.881 0.692 -0.452
H -4.213 -0.362 0.038
H -6.872 -0.815 0.139
C 3.411 -1.993 4.839
O 2.663 -1.897 3.580
H 2.656 -1.626 5.504
H 4.107 -1.343 4.560
H 3.764 -2.843 4.939
H 2.983 -1.160 3.111
C -3.815 0.045 -3.570
O -4.209 0.832 -4.724
H -2.945 0.688 -2.917
H -3.295 -1.068 -3.477
H -4.544 -0.039 -2.916
H -5.110 1.065 -4.388
C 2.045 3.931 0.688
O 2.378 3.453 1.948
H 2.485 3.194 -0.087
H 2.363 4.769 0.485
H 0.933 4.117 0.176
H 1.951 2.680 2.021
C 4.568 0.790 1.369
O 3.665 0.598 2.511
H 5.150 1.690 1.139
H 4.202 0.653 0.367
H 5.052 -0.208 1.302
H 4.103 0.926 3.219
C -1.374 -3.406 -3.335
C 0.161 -3.955 -3.508
C 1.103 -2.774 -3.523
O 0.347 -4.857 -2.456
H -1.780 -2.689 -4.030
H -1.661 -2.977 -2.337
H -1.986 -4.326 -3.499
H 0.201 -4.480 -4.260
H 1.169 -2.070 -4.288
H 2.143 -3.112 -3.387
H 0.868 -1.907 -3.066
H 1.287 -5.234 -2.631
C 3.982 -2.777 0.052
C 5.443 -3.233 -0.306
C 5.633 -4.754 -0.152
O 5.735 -2.961 -1.603
H 3.844 -2.971 1.118
H 3.257 -3.046 -0.678
H 4.026 -1.621 0.295
H 6.114 -2.545 0.373
H 6.535 -5.126 -0.329
H 5.190 -5.352 -0.571
H 5.471 -4.887 0.721
H 5.688 -2.007 -1.656
C -3.932 3.643 0.647
C -3.559 3.581 2.106
C -4.298 4.546 3.013
O -3.862 2.194 2.471
H -4.889 3.490 0.568
H -3.338 2.961 0.103
H -3.711 4.535 0.430
H -2.391 3.642 2.021
H -5.353 4.575 2.911
H -3.917 5.573 2.713
H -4.136 4.401 4.090
H -2.983 1.726 2.396
C 3.358 0.057 -2.704
C 4.808 0.716 -2.682
C 4.958 2.196 -2.177
O 5.425 -0.057 -1.589
H 2.722 0.208 -1.873
H 3.216 -0.961 -2.882
H 2.637 0.327 -3.410
H 5.275 0.478 -3.650
H 4.694 2.755 -3.101
H 5.837 2.633 -2.131
H 4.366 2.637 -1.416
H 6.276 0.172 -1.283
C -0.723 1.434 4.613
C -1.357 0.064 4.356
C -2.489 -0.215 5.288
O -1.974 0.242 3.029
H -1.481 2.219 4.542
H -0.058 1.793 3.918
H -0.330 1.618 5.613
H -0.625 -0.684 4.302
H -3.101 0.583 5.371
H -2.123 -0.549 6.338
H -2.877 -1.156 5.127
H -2.304 -0.553 2.852
C 0.761 -0.727 0.544
C -0.028 0.483 -0.033
C -1.278 0.205 -0.761
O -0.162 1.391 0.969
H 0.184 -1.413 1.299
H 1.507 -0.591 1.465
H 1.064 -1.453 -0.221
H 0.647 0.969 -0.717
H -1.042 -0.573 -1.617
H -1.848 1.176 -1.024
H -1.965 -0.376 -0.107
H -0.763 1.089 1.659
C -3.072 4.273 -2.712
C -3.206 3.803 -4.174
C -3.085 4.965 -5.199
O -2.197 2.901 -4.580
H -2.063 4.859 -2.599
H -3.062 3.447 -2.038
H -4.002 4.825 -2.341
H -4.181 3.523 -4.362
H -2.200 5.405 -5.390
H -3.779 5.794 -4.933
H -3.526 4.741 -6.257
H -2.752 2.163 -4.861
```

The value obtained for the LUMO energy is 0.44 eV. As for the HOMO energy: -9.336 eV. The HOMO-LUMO gap is 0.3593 Eh. The calculation puts the max |F| at 16.56 eV/Å. As for the relative energy (zero: lowest compared OMol25 entry of this formula, charge and spin): 21.2903 eV. Its total energy is -2169.69777 Ha.

Results of the Löwdin charge analysis, in e, for atoms 1 through 99: -0.0052, -0.1347, 0.0555, -0.0051, 0.0603, 0.0197, -0.1853, -0.1539, 0.0893, 0.0770, 0.0985, 0.0543, -0.0687, -0.0827, 0.0079, 0.0899, 0.0156, 0.0239, -0.0103, -0.1373, 0.1013, 0.0429, 0.0060, -0.0071, -0.1296, -0.1251, 0.1145, 0.1213, -0.0153, 0.1101, -0.1664, -0.0384, 0.0905, -0.0379, 0.1446, -0.0173, -0.1012, -0.0871, 0.0963, 0.0319, 0.0711, 0.0255, -0.0194, -0.4297, -0.0452, -0.0592, 0.0403, 0.0649, 0.0794, 0.0392, 0.0655, 0.0926, 0.0191, 0.1432, -0.0278, -0.4473, 0.0211, -0.0353, 0.0648, 0.0613, 0.0753, 0.1612, 0.0711, -0.0324, -0.0036, 0.0408, -0.0556, -0.4380, -0.0463, -0.1018, 0.0432, 0.0628, 0.0117, 0.1684, 0.0614, 0.1019, 0.0785, 0.0586, -0.0194, -0.2848, -0.0265, -0.1124, 0.0492, 0.0355, 0.0576, 0.1365, 0.0952, 0.0153, 0.0508, 0.0759, -0.0270, -0.3744, -0.0306, -0.0628, 0.0840, 0.0354, 0.0880, 0.1207, 0.0506